Entry 1:
81
Properties=species:S:1:pos:R:3 method="wB97M-V/def2-TZVPD" relative_energy_kcal_mol=118.8 e_tot_ev=-128138.4884 largest_force_ev_per_a=4.30 e_homo_ev="-12.34 / -12.13" total_charge=+2 spin_multiplicity=3
C -0.75 5.23 -3.75
C -0.97 4.01 -4.44
C -1.20 4.10 -5.82
C -1.27 5.37 -6.43
N -1.09 6.50 -5.75
C -0.82 6.44 -4.45
C -1.08 2.76 -3.70
C -1.27 2.39 -2.43
C -1.58 2.57 -1.04
C -0.58 2.24 -0.08
C -0.95 1.46 1.00
C -2.31 1.22 1.26
C -3.32 1.77 0.44
C -2.96 2.46 -0.70
Pt -1.12 0.84 -3.61
P 1.97 -1.32 0.57
H -1.38 3.21 -6.41
H -0.57 5.22 -2.68
H -1.49 5.47 -7.50
H -0.65 7.39 -3.93
H -3.72 2.82 -1.39
H 0.48 2.43 -0.29
H -4.37 1.55 0.67
H -0.22 0.97 1.66
C 2.04 -2.86 1.60
C 2.87 -4.04 1.10
H 0.99 -3.17 1.72
H 2.39 -2.56 2.60
H 2.86 -4.84 1.86
H 2.47 -4.48 0.18
H 3.92 -3.78 0.94
C 2.75 -1.77 -1.04
C 3.29 -0.57 -1.84
H 1.98 -2.28 -1.64
H 3.54 -2.51 -0.86
H 3.31 -0.83 -2.90
H 2.66 0.31 -1.72
H 4.32 -0.31 -1.54
C 3.31 -0.32 1.34
C 4.69 -0.96 1.40
H 2.97 -0.07 2.36
H 3.36 0.63 0.79
H 5.43 -0.22 1.73
H 4.74 -1.78 2.13
H 5.03 -1.34 0.43
Br -2.77 -0.02 2.54
P -2.31 -2.84 -1.38
C -0.58 -3.30 -0.97
C -0.31 -4.77 -1.27
H -0.41 -3.08 0.10
H 0.08 -2.64 -1.55
H 0.77 -4.99 -1.23
H -0.80 -5.44 -0.55
H -0.67 -5.04 -2.27
C -3.01 -2.91 0.33
C -4.41 -3.51 0.40
H -3.00 -1.89 0.76
H -2.33 -3.51 0.95
H -4.74 -3.58 1.45
H -5.15 -2.91 -0.14
H -4.42 -4.53 -0.01
C -2.30 -1.05 -1.73
C -2.73 -0.91 -3.19
H -1.29 -0.65 -1.55
H -3.00 -0.54 -1.05
H -2.82 0.19 -3.53
H -2.09 -1.53 -3.83
H -3.76 -1.27 -3.34
N 2.17 2.47 7.05
C 1.44 1.91 6.05
C 1.79 0.64 5.51
C 1.09 0.18 4.40
N 0.13 0.89 3.81
C -0.30 2.02 4.38
C 0.33 2.58 5.50
H 2.99 2.01 7.42
H 1.94 3.38 7.41
H 2.63 0.07 5.92
H 1.32 -0.80 3.95
H -1.16 2.52 3.93
H -0.01 3.53 5.90

---

Entry 2:
58
Properties=species:S:1:pos:R:3 method="wB97M-V/def2-TZVPD" relative_energy_kcal_mol=0.0 e_tot_ev=-43026.0764 largest_force_ev_per_a=0.22 e_homo_ev="-14.37 / -14.37" total_charge=+2 spin_multiplicity=2
Pt -0.77 -0.55 -0.45
C 1.50 -1.75 -3.98
C 0.80 -2.09 -2.84
N 0.34 -0.98 -2.26
N 0.75 0.08 -2.98
C 1.45 -0.37 -4.04
B 0.37 1.51 -2.52
N -1.18 1.58 -2.44
C -2.09 2.25 -3.15
C -3.35 1.93 -2.69
C -3.14 1.01 -1.67
N -1.82 0.81 -1.52
N 0.85 1.73 -1.02
C 1.45 2.80 -0.50
C 1.42 2.72 0.88
C 0.75 1.54 1.16
N 0.43 0.95 0.00
N 1.01 2.55 -3.37
C 2.33 2.66 -3.69
C 2.54 3.92 -4.17
C 1.28 4.54 -4.09
N 0.36 3.73 -3.60
H 1.98 -2.41 -4.68
H 0.60 -3.07 -2.41
H 1.85 0.31 -4.77
H -1.77 2.96 -3.90
H -4.29 2.31 -3.03
H -3.85 0.53 -1.02
H 1.86 3.56 -1.15
H 1.83 3.42 1.59
H 0.50 1.08 2.10
H 3.03 1.85 -3.54
H 3.46 4.34 -4.54
H 1.00 5.55 -4.37
N 2.36 -2.57 1.40
C 1.71 -1.57 0.82
N 0.44 -1.86 0.62
C 0.25 -3.17 1.08
C -0.85 -4.03 1.10
C -0.68 -5.28 1.65
C 0.56 -5.70 2.17
C 1.66 -4.88 2.15
C 1.47 -3.62 1.59
H 3.34 -2.56 1.66
H 2.19 -0.64 0.55
H -1.81 -3.74 0.71
H -1.52 -5.96 1.68
H 0.64 -6.70 2.59
H 2.61 -5.19 2.54
C -4.59 -2.49 -1.27
C -3.56 -2.08 -0.25
O -2.24 -1.97 -0.89
H -5.56 -2.57 -0.79
H -4.36 -3.47 -1.69
H -4.66 -1.76 -2.07
H -3.48 -2.79 0.57
H -3.75 -1.10 0.17
H -2.14 -2.58 -1.63

---

Entry 3:
61
Properties=species:S:1:pos:R:3 method="wB97M-V/def2-TZVPD" relative_energy_kcal_mol=1.2 e_tot_ev=-127421.1038 largest_force_ev_per_a=0.24 e_homo_ev=-0.82 total_charge=-2
Cu -0.06 -0.11 -0.12
C 0.55 3.52 2.06
C 0.84 2.62 0.88
N -0.10 2.07 0.21
N -1.39 2.45 0.57
C -2.31 1.79 -0.04
S -2.23 0.47 -1.14
S -3.99 2.27 0.34
C -3.75 3.49 1.66
C -3.72 2.93 3.06
C -4.40 3.59 4.08
C -4.38 3.10 5.39
C -3.67 1.95 5.69
C -2.99 1.29 4.67
C -3.01 1.77 3.37
C 2.25 2.38 0.50
C 3.18 3.36 0.84
C 4.52 3.31 0.49
C 4.96 2.20 -0.24
C 4.09 1.20 -0.59
C 2.69 1.22 -0.26
O 1.96 0.25 -0.62
H -0.37 3.19 2.54
H 1.37 3.51 2.77
H 0.40 4.56 1.73
H -2.81 3.99 1.44
H -4.57 4.21 1.57
H -4.96 4.48 3.85
H -4.93 3.63 6.17
H -3.66 1.56 6.70
H -2.43 0.39 4.89
H -2.45 1.25 2.60
H 2.84 4.23 1.39
H 5.20 4.11 0.77
H 6.01 2.12 -0.53
H 4.42 0.33 -1.14
O -0.34 -4.27 3.64
C -0.24 -3.23 4.48
C -0.23 -3.48 5.85
C -0.12 -2.44 6.76
C -0.01 -1.13 6.32
C -0.03 -0.88 4.96
C -0.16 -1.90 4.02
C -0.20 -1.52 2.56
O -0.28 -0.33 2.24
N -0.14 -2.58 1.74
N -0.12 -2.21 0.42
C -0.12 -3.15 -0.43
S -0.18 -2.82 -2.16
C 0.43 -4.46 -2.60
C -0.26 -5.46 -1.69
S -0.10 -4.88 0.02
H -0.28 -3.87 2.72
H -0.31 -4.51 6.18
H -0.11 -2.66 7.82
H 0.09 -0.32 7.02
H 0.04 0.13 4.57
H 1.51 -4.50 -2.47
H 0.18 -4.63 -3.65
H 0.22 -6.45 -1.75
H -1.31 -5.56 -1.95

---

Entry 4:
27
Properties=species:S:1:pos:R:3 method="wB97M-V/def2-TZVPD" relative_energy_kcal_mol=47.0 e_tot_ev=-23071.2630 largest_force_ev_per_a=3.57 e_homo_ev=-7.85
C 3.65 1.47 -0.66
O 3.00 0.65 0.35
C 1.72 1.01 0.56
N 0.99 0.10 1.26
C -0.29 0.41 1.39
N -1.25 -0.15 2.23
O -2.32 0.72 2.16
N -2.01 1.84 1.28
O -2.86 2.72 1.13
C -0.83 1.54 0.72
C -0.02 2.49 -0.07
N 1.36 2.20 0.10
H 4.72 1.24 -0.57
H 3.28 1.17 -1.66
H 3.45 2.54 -0.52
H -0.33 2.45 -1.13
O -1.13 6.49 0.61
C -0.61 6.06 -0.65
C 0.30 4.85 -0.59
N -0.30 3.85 0.34
H -0.66 6.00 1.29
H -1.46 5.83 -1.30
H -0.05 6.90 -1.09
H 0.37 4.34 -1.55
H 1.30 5.09 -0.21
H -1.33 3.99 0.43
H 0.11 3.93 1.28

---

Entry 5:
12
Properties=species:S:1:pos:R:3 method="wB97M-V/def2-TZVPD" relative_energy_kcal_mol=10.5 e_tot_ev=-12298.5400 largest_force_ev_per_a=3.40 e_homo_ev=-10.62 smiles="[H]/N=C/NC(=O)C(=O)O"
C -1.44 -0.67 -0.06
C -0.77 0.70 -0.03
C 1.49 -0.29 -0.01
H -2.84 0.59 0.04
H 1.08 1.62 -0.08
H 1.05 -1.28 0.02
H 3.21 -0.94 0.21
N 0.55 0.73 -0.13
N 2.73 -0.03 0.04
O -2.68 -0.41 0.06
O -0.95 -1.76 -0.06
O -1.43 1.74 0.01

---

Entry 6:
62
Properties=species:S:1:pos:R:3 method="wB97M-V/def2-TZVPD" relative_energy_kcal_mol=10.0 e_tot_ev=-67587.1319 largest_force_ev_per_a=1.67 e_homo_ev=-11.62 total_charge=+1
Zr 1.02 -0.12 -0.67
N -0.53 -1.83 -0.79
C -1.73 -1.26 -1.48
C -3.07 -1.92 -1.14
C -3.25 -2.56 0.25
C -3.20 -1.66 1.50
N -3.75 -0.31 1.32
C -5.04 -0.05 1.13
N -5.41 1.08 0.53
N -5.97 -0.92 1.53
C -1.73 0.29 -1.30
O -2.75 0.88 -1.02
O -0.57 0.85 -1.50
H -0.27 -2.72 -1.18
H -0.75 -1.97 0.19
H -1.54 -1.38 -2.55
H -3.25 -2.71 -1.86
H -3.85 -1.17 -1.31
H -2.52 -3.36 0.39
H -4.22 -3.07 0.24
H -2.17 -1.50 1.84
H -3.69 -2.14 2.34
H -3.12 0.38 0.94
H -4.73 1.57 -0.04
H -6.38 1.31 0.40
H -5.71 -1.69 2.13
H -6.94 -0.72 1.43
C 4.69 4.29 2.52
C 3.61 3.24 2.44
C 2.78 3.16 1.33
C 1.82 2.17 1.24
C 1.70 1.23 2.27
C 2.50 1.32 3.41
C 3.45 2.32 3.48
S 0.69 -0.18 2.06
O -0.33 0.27 1.04
O 0.18 -0.63 3.30
N 1.47 -1.24 1.15
C 2.93 -1.40 1.39
C 3.68 -0.31 0.64
O 4.74 0.11 0.98
O 2.96 0.14 -0.43
H 4.67 4.95 1.65
H 5.67 3.82 2.57
H 4.57 4.91 3.42
H 2.88 3.88 0.53
H 1.16 2.17 0.38
H 2.39 0.59 4.21
H 4.08 2.39 4.36
H 3.25 -2.36 1.01
H 3.19 -1.37 2.45
F 0.76 -3.09 -3.24
C 1.13 -1.85 -3.66
C 1.39 -0.84 -2.78
C 1.71 0.36 -3.36
F 1.87 1.42 -2.50
C 1.83 0.60 -4.70
F 2.14 1.80 -5.19
C 1.60 -0.47 -5.55
F 1.71 -0.31 -6.86
C 1.24 -1.70 -5.03
F 1.01 -2.72 -5.86

---

Entry 7:
12
Properties=species:S:1:pos:R:3 method="wB97M-V/def2-TZVPD" relative_energy_kcal_mol=26.2 e_tot_ev=-27952.2847 largest_force_ev_per_a=10.29 e_homo_ev=-8.66 smiles="C#C[C@H]1C=CC(=S)S1"
C 0.07 1.03 1.62
C -0.72 -0.09 -0.57
C -0.42 -1.05 0.56
C 0.08 -0.48 1.71
C 0.16 -0.22 -1.73
C 0.83 0.23 -2.82
H -1.73 -0.10 -0.74
H -0.51 -2.13 0.31
H 0.92 -0.87 2.61
H 1.08 0.12 -3.84
S 0.58 1.93 2.86
S -0.34 1.64 0.03

---

Entry 8:
21
Properties=species:S:1:pos:R:3 method="wB97M-V/def2-TZVPD" relative_energy_kcal_mol=2.3 e_tot_ev=-89873.8039 largest_force_ev_per_a=1.18 e_homo_ev=-5.38 total_charge=-1
Rb -8.07 22.28 5.19
As -10.70 20.87 2.40
F -12.29 20.41 1.95
F -10.70 19.81 3.75
F -9.06 21.34 2.88
F -10.62 22.00 1.10
F -11.30 22.12 3.43
F -10.05 19.62 1.40
F -9.71 21.82 7.44
C -13.84 27.53 6.54
O -12.46 27.27 6.31
C -12.14 25.97 6.20
O -12.89 25.06 6.38
O -10.86 25.90 5.89
C -10.27 24.58 5.88
H -13.89 28.51 7.00
H -14.28 26.78 7.19
H -14.37 27.53 5.59
H -9.90 24.35 6.88
H -9.42 24.65 5.20
H -10.98 23.85 5.52

---

Entry 9:
20
Properties=species:S:1:pos:R:3 method="wB97M-V/def2-TZVPD" relative_energy_kcal_mol=35.0 e_tot_ev=-19740.9243 largest_force_ev_per_a=4.47 e_homo_ev=-9.10 smiles=NCCCS.O.O
C 1.65 -0.97 0.33
C 1.70 0.25 -0.70
C 0.24 0.73 -1.01
S 0.11 1.96 -2.27
N 0.97 -0.47 1.65
H 2.69 -1.41 0.55
H 1.01 -1.72 -0.14
H 2.22 1.00 -0.11
H 2.25 -0.08 -1.58
H -0.14 1.06 -0.08
H -0.31 -0.22 -1.21
H -0.63 1.46 -3.18
H 1.16 0.50 1.64
H 1.24 -0.91 2.47
H -1.17 1.07 1.29
H -2.64 0.90 1.65
O -1.84 0.42 1.52
H -2.59 -0.66 0.11
H -2.76 -1.87 -0.44
O -3.15 -1.04 -0.49

---

Entry 10:
54
Properties=species:S:1:pos:R:3 method="wB97M-V/def2-TZVPD" relative_energy_kcal_mol=473.9 e_tot_ev=-39090.5309 largest_force_ev_per_a=18.79 e_homo_ev=-8.21
C -6.67 -2.19 1.52
H -5.66 -2.80 1.43
C -6.30 -0.73 0.79
C -5.90 -0.97 -0.64
C -5.79 0.24 -1.48
C -4.89 1.30 -0.63
C -3.49 0.72 -0.45
C -2.45 1.92 -0.21
C -1.03 1.45 -0.19
H -0.28 2.24 0.08
H -0.79 1.22 -1.05
C -0.80 0.46 0.87
C 0.75 -0.32 0.76
H 0.99 -0.78 1.68
H 1.44 0.65 0.75
S 0.85 -1.05 -0.58
O 1.45 -0.29 -1.67
O -0.29 -1.84 -0.90
N 2.19 -2.10 -0.40
N 3.39 -2.02 -0.16
C 3.91 -0.92 -0.32
C 5.28 -0.68 0.03
C 6.23 -1.78 -0.11
C 7.54 -1.71 0.09
C 8.16 -0.33 -0.19
C 7.44 0.65 0.09
C 5.98 0.32 0.02
O 5.14 1.71 0.05
C 5.54 2.82 0.27
H 6.22 2.98 1.15
H 4.77 3.63 0.10
H 6.23 3.06 -0.83
H 7.84 1.64 0.23
H 9.21 -0.50 0.09
H 8.21 -2.69 -0.12
H 5.82 -2.66 -0.24
H 3.42 0.02 -0.46
H 1.79 -3.12 -0.28
H -0.91 0.81 1.98
H -1.47 -0.36 0.91
H -2.42 2.72 -0.56
H -2.86 2.27 1.16
H -3.47 -0.07 0.06
H -3.14 0.40 -1.59
H -5.27 1.70 0.26
H -4.68 2.25 -1.27
H -5.42 0.12 -2.31
H -6.67 0.75 -1.33
H -6.64 -1.45 -1.29
H -5.13 -1.39 -0.58
H -5.70 -0.25 1.38
H -7.36 -0.19 0.78
H -6.88 -2.03 2.36
H -7.41 -2.81 0.96

---

Entry 11:
55
Properties=species:S:1:pos:R:3 method="wB97M-V/def2-TZVPD" e_tot_ev=-68629.9537 largest_force_ev_per_a=5.91 e_homo_ev="-11.62 / -11.65" total_charge=+1 spin_multiplicity=6
O -0.58 0.97 -3.69
H -1.04 0.53 -4.44
Fe -1.03 0.52 -1.31
N -0.77 2.00 0.18
N 0.95 0.94 -1.38
N -1.94 -0.43 0.31
N -0.43 -1.35 -1.46
O -1.52 2.31 1.21
O -2.49 0.08 1.43
O 0.64 -1.81 -2.11
O 1.91 0.27 -1.94
C 1.32 2.10 -0.82
C 0.38 2.69 0.06
C -1.95 -1.78 0.24
C -1.13 -2.29 -0.80
C 0.65 3.87 0.92
H 1.24 3.59 1.81
H -0.29 4.31 1.26
H 1.23 4.62 0.36
C 2.72 2.51 -1.07
H 2.95 2.42 -2.15
H 3.41 1.85 -0.53
H 2.89 3.54 -0.75
C -2.64 -2.66 1.22
C -0.86 -3.73 -1.05
H -3.28 -2.08 1.89
H -1.92 -3.24 1.83
H -3.27 -3.40 0.69
H -0.35 -3.85 -2.01
H -1.81 -4.28 -1.06
H -0.23 -4.15 -0.25
H -2.13 1.10 1.41
H 1.27 -0.89 -2.15
C -2.22 1.14 -2.46
H -2.29 2.10 -1.91
H -2.87 0.29 -2.11
H -2.59 1.37 -3.46
O -3.82 3.89 1.12
H -4.54 3.40 0.70
H -3.04 3.28 1.07
C 0.54 -0.87 2.83
C 1.46 -0.30 1.79
O 1.35 -0.96 0.52
C 2.14 -2.16 0.43
C 3.63 -1.89 0.46
H -0.51 -0.75 2.54
H 0.70 -0.32 3.77
H 0.76 -1.93 3.02
H 2.51 -0.33 2.13
H 1.21 0.75 1.58
H 1.83 -2.86 1.23
H 1.85 -2.59 -0.53
H 3.98 -1.70 1.48
H 4.15 -2.77 0.09
H 3.86 -1.04 -0.18